Computed, not measured: a 4-piece molecular cluster, C3H15N2O2 overall, with the ωB97M-V functional and the def2-TZVPD basis.

Last columns: bonded neighbours and bond lengths (Å).
Cartesian coordinates (Å):
1 C -0.66 1.25 -0.64  N2 1.443, C3 1.572, H6 1.237, H7 1.097
2 N 0.17 1.19 -1.83  C1 1.443, H8 1.070, H9 1.036
3 C -1.95 0.41 -0.96  C1 1.572, N4 1.561, H10 1.060, H11 1.052
4 N -1.69 -1.11 -0.71  C3 1.561, C5 1.479, H12 1.003
5 C -2.21 -1.55 0.60  N4 1.479, H14 1.077, H15 0.998, H16 1.139
6 H -0.95 2.39 -0.26  C1 1.237
7 H -0.10 0.95 0.26  C1 1.097
8 H 0.60 2.04 -2.31  N2 1.070
9 H 0.78 0.38 -2.03  N2 1.036
10 H -2.28 0.56 -1.95  C3 1.060
11 H -2.65 0.56 -0.19  C3 1.052
12 H -0.69 -1.22 -0.79  N4 1.003
13 H 6.09 2.59 3.08  H20 0.764
14 H -1.48 -1.53 1.39  C5 1.077
15 H -2.60 -2.46 0.46  C5 0.998
16 H -3.07 -0.84 0.85  C5 1.139
17 H 1.20 -1.29 0.54  O22 1.073
18 H 1.93 -1.81 -1.29  O19 0.973
19 O 1.33 -1.14 -0.93  H18 0.973
20 H 5.56 3.14 3.05  H13 0.764
21 H 1.59 -1.52 2.10  O22 0.901
22 O 1.08 -1.01 1.57  H17 1.073, H21 0.901

## Properties
Kohn-Sham gap in eV: 4.595
DFT total energy in a.u.: -382.709263
Highest occupied orbital energy in eV: -14.180
Charge: +1
2S+1: 1